Computed, not measured: a cluster of 2 separate species, C7H14Br2O in total, with wB97M-V/def2-TZVPD.

Calculated values
**Total charge**: 0
**2S+1**: 1
**HOMO level**: -9.4 eV

```
24
Properties=species:S:1:pos:R:3:forces:R:3:lowdin_charge:R:1
C -2.124973 1.029244 0.118100 1.03 -0.43 0.49 -0.044
H 1.525487 1.388491 0.672996 0.20 1.37 0.74 0.068
H -2.173205 2.101928 0.112975 0.18 0.52 -0.53 0.079
C 1.669265 0.454717 0.212251 0.57 -0.61 -0.51 -0.135
H -2.458117 0.570645 -0.803064 0.31 0.00 -0.44 0.082
H 1.732072 -0.252368 1.037618 0.27 -0.18 -0.02 0.093
H 1.023091 -2.443835 -0.948601 0.54 -0.51 0.70 -0.244
C -0.807273 0.513826 0.713509 1.22 0.06 -0.38 -0.350
H 4.512307 -0.116412 -1.925078 -0.24 0.09 0.03 0.056
H 0.068827 -0.738454 2.149768 0.01 -0.58 0.38 0.072
H 2.722917 -0.685213 -2.062520 0.28 -0.05 -0.13 0.056
H -0.934279 -1.718511 0.980624 0.28 0.93 0.45 0.094
H -0.338946 1.309637 1.355386 -0.82 -0.54 -0.47 0.145
H -0.475100 -0.742651 -1.872935 -0.31 -0.12 -0.61 0.102
H -2.824285 0.740490 0.823736 -1.94 -0.46 1.38 0.045
C -0.847248 -0.773747 1.577124 0.74 0.18 -2.06 -0.040
C 3.493734 -0.111043 -1.551896 -0.61 -0.29 -0.15 -0.081
C 3.102307 0.520046 -0.462963 -1.03 -0.18 0.16 -0.672
H -1.684047 -0.719896 2.184047 -1.52 0.01 1.60 0.046
C 0.206861 0.282847 -0.415653 2.20 -0.04 1.15 -0.351
H 0.090523 1.010784 -1.152330 -0.11 1.68 -1.13 0.126
Br 4.524346 1.523569 0.434107 -1.03 -0.30 0.03 0.646
Br 1.865120 -3.387065 -0.178795 -0.45 0.44 -0.53 0.306
O -0.027871 -0.938832 -1.059612 0.23 -1.00 -0.15 -0.100
```
Forces are in eV/Å.


Computed, not measured: a structure of composition C27H24Br2NNiO4S, with wB97M-V/def2-TZVPD.

Calculated values
**Total charge**: -1
**2S+1**: 1
**HOMO level (alpha / beta)**: -4.3 / -4.2 eV

```
60
Properties=species:S:1:pos:R:3:forces:R:3:lowdin_charge:R:1
O 1.673084 0.705374 0.786035 -0.14 -0.08 -0.51 -0.074
C 5.907428 -0.422312 1.002612 -0.02 0.00 0.00 -0.077
H -2.737292 1.001252 -6.536117 0.00 0.00 0.00 0.089
H -0.554633 -0.429508 -3.120663 0.00 -0.02 -0.02 0.039
H 0.168377 2.393785 6.394446 0.00 0.00 0.00 0.093
H 3.425391 -1.657708 -3.042566 -0.01 0.00 -0.02 -0.009
H -4.737969 0.315729 0.532546 -0.01 0.00 0.01 0.089
C -6.118619 -1.210915 -0.091487 0.02 0.00 -0.01 -0.114
H -3.407299 -2.198846 -2.646775 -0.01 0.01 0.01 0.104
H 4.108444 -1.586996 0.947492 0.00 0.00 0.01 0.123
H 6.505565 -1.196775 0.538485 0.00 0.00 0.00 0.099
C -1.421233 0.042784 -3.562457 -0.07 -0.10 0.13 -0.100
C 4.557230 -0.642754 1.227386 0.01 0.00 -0.02 -0.002
C 2.263870 0.577873 4.447652 0.00 0.00 0.00 -0.027
C -3.913500 -0.852893 -1.051040 -0.18 0.12 0.20 -0.328
H 7.550779 0.946966 1.203067 0.00 0.00 0.00 0.094
C 1.722230 1.146041 5.587964 0.00 0.00 -0.01 -0.083
H -1.847921 -1.972142 -0.782366 0.06 -0.05 0.00 0.014
H -0.749911 -0.134282 -5.589333 0.00 0.00 0.00 0.094
H 6.168365 2.702851 2.271849 0.00 0.00 0.00 0.097
Br 1.439975 -2.655772 -1.963806 0.00 -0.35 0.05 0.680
C -2.651025 0.856906 -5.465898 0.09 -0.05 -0.02 -0.115
H -4.330894 1.448736 -2.582211 0.00 -0.01 0.00 0.110
H 1.940202 1.612898 0.602552 -0.03 -0.05 0.08 0.130
C -2.425391 0.483655 -2.715148 0.24 0.09 0.11 -0.352
C -4.160447 -1.919796 -1.911392 0.12 0.00 -0.11 -0.113
N -1.454983 -1.101702 -0.464619 -0.26 0.28 -0.13 -0.298
C -4.915190 -0.514655 -0.146919 0.08 0.00 -0.01 -0.121
C -5.354303 -2.626489 -1.869582 -0.06 0.01 0.04 -0.109
C 1.860224 -1.363357 1.978706 0.07 0.17 -0.01 -0.598
H -0.891539 2.777190 4.189155 0.00 0.00 0.00 0.099
H 2.179496 0.954352 6.551004 0.00 0.00 0.00 0.097
C 0.001199 2.169514 4.267109 0.03 -0.02 0.01 -0.081
H -5.521581 -3.452035 -2.552709 0.00 0.00 -0.01 0.090
H 3.772162 2.306005 2.680722 0.00 -0.01 0.01 0.120
O 1.003002 -1.705907 1.114702 -0.06 -0.04 -0.41 -0.077
C -1.537680 0.216963 -4.932177 -0.03 0.03 -0.09 -0.092
C 1.684145 0.811834 3.201716 0.00 0.01 0.04 -0.148
C 0.591484 1.950774 5.501169 -0.01 0.00 0.00 -0.106
H -4.524070 1.806600 -5.021254 0.00 0.01 0.01 0.094
O 2.404521 -2.060341 2.826096 0.01 0.00 0.04 0.045
S -2.266029 0.268662 -0.914161 -0.28 -0.35 -0.35 0.870
H -6.880930 -0.928232 0.626620 0.01 0.01 0.00 0.089
C 0.541170 1.598309 3.119849 -0.03 -0.01 -0.02 -0.005
H -7.276796 -2.820320 -0.921188 0.00 0.00 0.00 0.086
C -3.541271 1.115066 -3.245474 -0.05 0.09 -0.01 -0.087
C -6.342339 -2.272758 -0.955981 0.03 -0.01 -0.03 -0.125
C 2.366329 -1.448107 -3.116313 0.17 -0.13 -0.22 -1.059
Br 2.074134 0.374147 -2.630565 0.19 0.39 -0.09 0.690
C 3.773452 0.336941 1.830387 0.04 0.00 0.04 -0.133
H 3.128307 -0.070179 4.512182 0.00 0.01 -0.01 0.123
C 5.721165 1.762365 1.974343 0.00 -0.01 -0.01 -0.088
C 4.369184 1.539195 2.200167 -0.01 -0.01 0.00 -0.029
C 6.494689 0.779787 1.375543 0.00 0.01 0.00 -0.103
O -0.717735 1.017060 -0.876570 0.06 -0.22 -0.07 -0.639
C 2.269826 0.158053 1.965358 -0.02 -0.13 -0.05 -0.303
H 2.001366 -1.589922 -4.125591 0.02 0.01 0.00 -0.006
H 0.053259 1.745173 2.163891 0.01 0.00 0.00 0.115
C -3.650736 1.308893 -4.616770 -0.01 -0.01 0.12 -0.098
Ni 0.211262 -0.397033 -0.169673 0.05 0.43 1.32 0.327
```
Forces are in eV/Å.


Computed, not measured: a structure of composition C28H36P2SiSr, with wB97M-V/def2-TZVPD.

Calculated values
**Total charge**: 0
**2S+1**: 1
**HOMO level (alpha / beta)**: -3.1 / -4.4 eV

```
68
Properties=species:S:1:pos:R:3:forces:R:3:lowdin_charge:R:1
H -1.125652 4.063335 0.645252 -2.26 -0.87 -1.53 -0.015
C 2.457038 -0.896817 1.217015 -0.04 -0.18 -0.07 -0.243
H -4.855397 -3.285463 1.503082 0.02 0.15 -0.31 0.100
Si 0.276349 3.631270 0.166284 -0.57 -1.72 -0.25 0.513
H -3.034305 0.351957 -3.557662 0.04 0.24 0.20 0.031
H -0.867405 5.819536 -4.195323 0.13 -0.13 0.15 0.101
C -4.627594 -1.688384 -2.042823 -0.31 -0.15 0.21 -0.092
C -5.890435 -2.882139 -0.348567 0.27 0.10 0.00 -0.076
C 0.611872 4.265328 -4.385379 0.05 -0.13 0.29 -0.090
H -0.723292 4.630486 2.437603 0.10 -0.21 -0.10 0.062
H -1.034838 5.622627 -1.702927 0.24 -0.16 -0.25 0.099
H -6.662847 -2.361521 -2.299932 0.21 -0.01 0.19 0.104
C 3.074415 3.775280 0.493246 0.21 -0.29 0.22 -0.101
C 1.899926 2.608887 2.271124 0.27 0.11 -0.19 -0.136
C -3.603520 -2.212299 0.100116 0.00 0.35 -0.57 -0.389
H -2.219810 -1.732983 -3.908596 0.22 -0.16 0.15 0.037
C -2.558952 0.667312 -2.618207 -0.08 0.08 -0.15 -0.290
H 2.052526 2.650049 -4.268766 -0.18 0.18 0.08 0.105
C -1.882559 -3.893903 1.614304 -0.02 -0.30 0.17 -0.272
C -3.528396 -1.607277 -1.186937 -0.01 -0.38 0.58 -0.386
H 5.222674 3.814222 0.650414 -0.24 -0.07 0.18 0.104
H -3.276741 1.223177 -2.000684 0.24 -0.05 -0.17 0.045
Sr -0.146221 0.089496 0.851525 0.47 -0.11 -0.18 0.793
C 0.462126 4.055755 -1.594411 0.00 0.56 -0.46 -0.298
H -3.350791 -0.475518 2.478320 0.28 -0.23 0.06 0.029
H -6.811077 -3.364879 -0.018572 0.24 0.13 -0.11 0.105
H -0.489488 -1.605774 -3.449669 -0.22 -0.11 0.02 0.037
H 1.706431 -0.607204 -2.036150 -0.01 -0.02 0.23 0.084
P -2.124222 -2.140391 1.189092 -0.25 0.31 -0.12 0.769
P -1.945865 -0.787235 -1.684048 -0.36 0.08 0.02 0.824
H -4.575578 -1.263318 -3.048120 -0.05 -0.08 0.32 0.100
H 5.274861 2.522552 2.786672 -0.26 0.05 -0.14 0.105
H -0.431063 2.303137 0.114559 0.41 -0.10 0.21 -0.089
C 4.292498 3.473177 1.108688 -0.07 0.16 -0.04 -0.082
H -0.952250 -4.007994 2.188632 -0.29 0.00 -0.13 0.037
H -1.497317 -2.920646 -2.775147 0.08 0.26 -0.10 0.047
H 0.373125 5.445515 1.274921 0.12 0.42 0.54 0.056
C -0.248983 5.098996 -3.661159 -0.02 -0.01 0.21 -0.088
H 1.896276 2.438350 -1.806617 -0.11 0.29 -0.18 0.096
C -5.808506 -2.316864 -1.623925 0.26 0.05 0.08 -0.076
H 3.146446 1.707399 3.788214 -0.03 0.25 -0.26 0.108
C 2.550857 -0.184851 -0.006201 0.09 0.12 0.02 -0.238
H -1.699325 1.314697 -2.847231 -0.28 -0.10 0.03 0.033
C 1.315504 3.208327 -2.326473 -0.17 0.13 -0.16 -0.109
H 0.959095 2.319280 2.766718 0.36 -0.02 -0.21 0.067
C -4.784573 -2.832811 0.510190 -0.27 -0.03 -0.36 -0.093
H -2.058193 -1.254601 3.448986 -0.27 0.02 -0.19 0.018
C 1.225226 -2.023372 -0.366028 0.35 0.10 0.18 -0.271
C -0.335075 4.998913 -2.265933 0.40 -0.26 -0.54 -0.088
H -2.730393 -4.265858 2.205018 0.24 -0.08 -0.14 0.038
H 3.060438 4.367358 -0.430607 0.04 -0.31 0.36 0.106
C -0.606525 4.940461 1.400712 1.55 2.69 1.48 -0.171
H 3.165741 0.704072 -0.178298 -0.30 -0.30 0.11 0.090
H 0.668815 4.336738 -5.472619 -0.05 0.04 0.31 0.102
C -2.854445 -1.429101 2.709309 -0.28 -0.36 0.36 -0.318
C 3.124316 2.297164 2.867652 0.05 0.13 0.10 -0.094
H -1.317396 5.735220 1.140580 -0.08 -0.63 -0.15 0.072
H 1.408114 -2.815235 1.731277 0.07 0.30 -0.27 0.085
H 2.965148 -0.634127 2.148697 -0.24 -0.11 -0.38 0.087
C 1.390534 3.316717 -3.715973 -0.14 0.07 0.05 -0.083
C 1.639175 -2.039484 0.997003 0.15 0.10 -0.31 -0.257
C 1.790080 -0.871981 -0.984210 -0.06 -0.33 0.34 -0.244
H -3.588931 -2.129686 3.124749 -0.04 0.14 0.17 0.028
H 0.636189 -2.793497 -0.861878 0.10 0.24 0.14 0.081
H -1.796650 -4.474248 0.685083 0.01 0.13 0.28 0.050
C -1.493929 -1.870529 -3.094720 0.17 -0.12 -0.13 -0.274
C 1.868184 3.319685 1.054072 0.55 0.33 0.37 -0.306
C 4.323116 2.749612 2.305287 -0.39 -0.18 -0.23 -0.078
```
Forces are in eV/Å.


Computed, not measured: the molecule C6H15B, with wB97M-V/def2-TZVPD.

Calculated values
**Total charge**: 0
**2S+1**: 1
**HOMO level**: -9.9 eV

```
22
Properties=species:S:1:pos:R:3:forces:R:3:lowdin_charge:R:1
H -1.275547 -1.830840 -0.875721 0.04 -0.39 -0.72 0.080
C 1.673185 -1.359056 0.070837 -2.58 0.76 -3.12 -0.098
H -1.012854 -1.643903 0.752103 -0.74 -0.36 0.81 0.062
C 1.476790 0.089347 0.497778 -0.83 -0.83 1.54 -0.436
H -2.705411 1.019537 0.985459 -0.56 0.76 -0.14 0.077
B 0.064931 0.810956 0.325296 -0.62 -0.82 2.51 -0.112
H 0.020277 1.851128 1.003140 0.02 -0.28 -1.06 0.106
C 2.301567 0.998117 -0.363563 0.76 0.49 -1.41 -0.128
H 1.727304 0.948194 -1.389780 1.64 0.36 1.40 0.121
H 2.256466 2.027000 0.014655 0.14 -0.09 -0.31 0.068
H 3.404592 0.714685 -0.483755 -1.54 0.23 -0.04 0.108
H -3.419838 0.530672 -0.531114 0.54 0.46 0.02 0.076
C -1.636075 -1.260267 -0.041894 3.78 0.47 -0.44 -0.066
H 1.646031 0.061626 1.635164 0.25 0.77 -1.38 0.153
H -2.598269 2.112783 -0.465750 0.55 -0.08 0.10 0.072
H -2.640091 -1.419403 0.022059 -2.69 -0.43 0.71 0.043
H 2.648007 -1.703565 0.223492 1.27 -1.01 1.36 0.048
H 1.736480 -1.351485 -1.080663 -0.71 -0.09 1.21 0.104
C -2.555090 1.087188 -0.101829 -0.40 -1.63 1.38 -0.091
H 0.757963 -1.959600 0.338312 1.80 0.00 -0.03 0.068
C -1.267879 0.202105 -0.246355 -0.78 1.97 -0.23 -0.361
H -1.061004 0.380985 -1.263899 0.65 -0.25 -2.14 0.108
```
Forces are in eV/Å.


no.,F_max (eV Å⁻¹)
1,2.478
2,1.388
3,3.440
4,4.122